Record 1
Entry from the OMol25 dataset: 4 unconnected molecules or ions with the total composition CH10N2O3 (ωB97M-V/def2-TZVPD).

Computed properties:
**Energy relative to the best compared isomer or geometry (same formula, charge and spin)**: 2.9 kcal/mol
**Orbital gap**: 0.3755 Eh
**SMILES string**: [H]/N=C/N.O.O.O

ORCA input file:
```
! wB97M-V def2-TZVPD RIJCOSX def2/J DEFGRID3
* xyz 0 1
O -2.3355 -0.9347 0.0579
O 1.9065 0.6768 1.5479
O 0.5087 -1.6146 0.6615
N -0.4983 -0.0404 -1.9242
N -0.0971 1.6500 -0.3508
C 0.2808 0.7029 -1.2283
H -1.9493 -0.3895 -0.6615
H 1.3676 0.6197 -1.2907
H 1.4920 -0.1589 1.2574
H 0.3579 -2.2921 1.3272
H -0.3813 -1.3757 0.3418
H -2.9928 -0.3912 0.5030
H 2.6565 0.4065 2.1024
H -1.0532 1.7419 -0.0547
H 0.6342 1.9857 0.2523
H 0.1034 -0.5864 -2.5411
*
```

=====

Record 2
Entry from the OMol25 dataset: a molecular structure, C20H19BrN6O5S2Tb (ωB97M-V/def2-TZVPD).

Computed properties:
**Orbital gap (spin up / spin down)**: 0.1235 / 0.1949 Eh

ORCA input file:
```
! wB97M-V def2-TZVPD RIJCOSX def2/J DEFGRID3
* xyz -2 8
Tb -0.4034 -0.5904 0.0908
Br -1.9196 3.1360 0.0811
S 2.6995 -0.6400 -0.0988
S -2.3327 0.0178 -2.2076
O -3.8220 -2.5306 2.0569
O 1.4069 3.0021 -1.9860
O 0.0495 0.0638 2.3376
O -2.0351 -1.9931 0.8083
O 0.1904 -1.3424 -2.0363
N 0.2808 1.0413 1.3792
N 0.1687 -0.4249 -2.9781
N 1.2050 -2.7148 0.4686
N -2.6292 0.6252 0.9890
N 1.0291 2.1454 -0.8687
N 3.5722 -3.0589 0.5881
C -2.9129 1.9090 1.0939
C -3.9254 2.3954 1.9190
C -3.3641 -0.2409 1.6807
C 0.2229 1.4048 -5.0019
C 1.9562 2.1850 2.7649
C -3.0539 -1.7378 1.5136
C 3.3324 -4.3113 0.9060
C -4.6709 1.4896 2.6438
C 2.0623 -4.8604 1.0022
C 2.4931 -2.2569 0.3547
C 2.5707 3.7381 0.3006
C 1.3243 -0.1892 -3.6298
C -4.3986 0.1354 2.5220
C 1.2240 1.9712 1.4730
C -0.4116 -4.4926 0.8458
C 1.5651 2.6195 0.2700
C -0.9323 1.1882 -4.2886
C 0.9980 -3.9922 0.7677
C 1.3881 0.7133 -4.6614
C -0.9904 0.2746 -3.2179
H -0.9465 -4.0315 1.6745
H -0.4163 -5.5776 0.9644
H -4.9414 -0.6394 3.0407
H 2.1539 -0.7507 -3.2250
H 3.0150 1.9134 2.6783
H 4.2081 -4.9343 1.0931
H 0.9463 2.5533 -2.7002
H -4.0972 3.4608 1.9681
H 2.3336 0.8941 -5.1507
H -0.9675 -4.2207 -0.0502
H -1.8376 1.7379 -4.5033
H 1.9166 3.2236 3.1142
H -5.4653 1.8352 3.2963
H 0.2320 2.1341 -5.8032
H 1.5072 1.5385 3.5183
H 2.3746 4.4231 1.1308
H 2.5597 4.3071 -0.6255
H 3.5891 3.3536 0.4451
H 1.8984 -5.8995 1.2517
*
```

=====

Record 3
Entry from the OMol25 dataset: a molecular structure, C29H50Br2Cl2F8LiN6O10S3 (ωB97M-V/def2-TZVPD).

Computed properties:
**Orbital gap**: 0.0403 Eh

ORCA input file:
```
! wB97M-V def2-TZVPD RIJCOSX def2/J DEFGRID3
* xyz -1 1
Br 0.5087 -6.8416 0.9752
Br 1.5973 -4.7688 -1.3789
Cl -0.3799 8.1076 -3.6324
Cl -3.0799 -4.1054 3.5316
S -0.6091 0.9751 -0.5798
S 0.1528 -0.8145 3.4243
S -1.1925 2.2866 3.0707
F -5.4799 -0.4259 3.4390
F 1.8153 0.9668 -2.0818
F 0.0209 2.2678 -2.8259
F -0.8069 7.8070 -7.2868
F 9.8201 -2.2829 1.5883
F 0.4715 4.1747 -0.4394
F 2.5910 2.9435 -0.1173
F 1.9880 3.8327 -2.2394
O 6.1822 -4.0725 1.5721
O 2.6233 -2.7859 1.1630
O 7.0722 0.8065 3.2918
O -3.8861 -2.6940 -2.3261
O -1.6433 2.0993 -0.1651
O 1.0690 -2.0600 3.6100
O -5.5288 -0.9179 1.5887
O -3.8984 4.6399 -8.8061
O -1.3623 -1.0982 3.5342
O -1.4298 0.2186 -1.7144
N 2.5452 -1.6267 -0.9206
N 0.4934 -2.3796 0.1653
N -5.1814 -3.7601 -0.4726
N -0.4107 -0.0887 0.6935
N 3.0810 -0.2580 2.2186
N -2.0454 -1.8840 0.3275
C 1.8468 -1.7749 0.4109
C 0.4725 0.1595 1.8396
C -2.4707 -3.2579 -0.1868
C 0.7047 1.7922 -1.5511
C -2.9336 4.4823 2.6570
C 0.6591 -3.8143 0.1780
C -0.7438 6.7609 -6.4524
C -1.6576 5.7215 -6.5881
C 0.5819 0.1449 5.0271
C -3.9043 -3.2096 -1.0653
C 0.2962 5.6449 -4.5924
C -1.5890 4.6296 -5.7228
C 1.9394 -0.3641 1.2253
C -5.2128 -5.2730 -0.4463
C -0.6835 -4.3971 2.4718
C 7.0467 -3.2028 2.3861
C -6.3113 -3.2613 -1.3770
C 0.2344 6.7313 -5.4648
C 0.4975 1.7346 2.3516
C 0.1785 -4.8515 1.1762
C -4.2233 -1.5846 1.8384
C 7.3930 -1.7436 1.6902
C -0.6133 4.5944 -4.7236
C -1.3399 4.1531 3.0400
C -0.6789 -1.5830 0.3922
C 3.9840 -2.9703 0.6854
C 4.7531 -3.8739 1.8696
C -3.1957 -0.9663 0.6642
C 1.3959 3.1729 -1.0139
Li 2.3201 6.4359 -4.5983
H 1.0522 5.6173 -3.8113
H 2.1836 0.4718 0.4053
H 1.8620 -1.5873 -1.7081
H 6.6459 -2.9690 3.4611
H 0.9391 7.5522 -5.3827
H 1.6118 0.7327 4.9074
H -3.8940 -1.2756 2.9220
H 8.0273 -1.1254 2.4903
H 4.0892 -3.6535 -0.2882
H -6.2839 -5.5708 -0.0113
H 7.9592 -1.8829 0.6670
H 4.5659 -3.2738 2.8821
H 0.6591 2.5167 1.5000
H -3.8076 -0.5819 -0.2883
H -6.2891 -2.0753 -1.5113
H -2.4138 5.7700 -7.3647
H -5.1408 -5.7678 -1.5043
H -2.7072 -4.0374 0.6506
H 0.0214 -4.4299 3.4241
H 3.2385 -0.8517 -0.9498
H -6.1961 -1.5755 1.2185
H -1.7470 -3.6784 -1.0399
H 3.9467 -0.1739 1.6047
H -4.4309 -5.7429 0.3153
H -3.0141 4.9875 1.6036
H -2.2939 3.8082 -5.8255
H 8.0957 -3.7644 2.4809
H 6.4389 -1.0913 1.4763
H 6.5648 1.4899 2.8288
H 0.7908 -0.6450 5.8969
H -0.5630 3.7447 -4.0461
H -0.5856 4.6901 2.3222
H -0.2999 0.8202 5.3952
H -1.4806 -5.2660 2.6693
H -6.2629 -3.7655 -2.4507
H -4.7012 4.0783 -8.6569
H -7.3799 -3.5158 -0.9424
H -3.5620 3.4689 2.6094
H -3.4257 5.1320 3.4969
H -3.1918 4.1406 -9.2891
H 4.6416 -1.9863 0.6175
H -1.1704 4.5655 4.1447
H 1.3867 1.9566 3.1179
H -4.3193 -2.7448 1.8060
H -4.1284 5.4839 -9.2719
H 4.1335 -4.8674 1.9736
H -2.8896 0.0619 1.1901
H 7.7232 1.3069 3.8065
H 3.0719 0.6330 2.7584
H -1.3137 -3.4205 2.3724
*
```

=====

Record 4
Entry from the OMol25 dataset: 2 unconnected molecules or ions with the total composition C4H8N2O (ωB97M-V/def2-TZVPD).

Computed properties:
**Energy relative to the best compared isomer or geometry (same formula, charge and spin)**: 75.9 kcal/mol
**Orbital gap**: 0.3491 Eh
**SMILES string**: [H]/N=C\C=O.[H]/N=C/C

ORCA input file:
```
! wB97M-V def2-TZVPD RIJCOSX def2/J DEFGRID3
* xyz 0 1
O -0.0094 -2.5092 -0.8104
N -0.7632 0.0227 -0.9235
N 2.4829 -0.0901 -0.2049
C 1.6540 -0.7713 -0.8608
C -0.8252 1.3974 1.0864
C 0.4685 -1.5108 -0.3194
C -1.4288 0.5255 0.0472
H 0.2148 -1.1918 0.7547
H 2.2994 -0.0821 0.8014
H 0.2420 1.2177 1.1693
H -1.3077 1.2122 2.0453
H -1.2976 -0.4507 -1.6471
H 1.7922 -0.8450 -1.9355
H -1.0047 2.4423 0.8372
H -2.5172 0.6334 -0.0399
*
```

=====

Record 5
Entry from the OMol25 dataset: C2H6N2O2S in the gas phase (ωB97M-V/def2-TZVPD).

Computed properties:
**Energy relative to the best compared isomer or geometry (same formula, charge and spin)**: 165.7 kcal/mol
**Orbital gap (spin up / spin down)**: 0.2835 / 0.2835 Eh

ORCA input file:
```
! wB97M-V def2-TZVPD RIJCOSX def2/J DEFGRID3
* xyz 0 1
S 0.5022 1.8774 1.0200
O 1.4986 2.4698 0.1383
O -1.9740 1.4615 0.8334
N -0.3547 0.1379 -1.2159
N -0.9101 1.8783 0.1348
C -0.2088 -0.6133 -0.0550
C 0.8886 0.0043 0.9605
H 0.8473 -0.2421 1.9360
H 0.4711 0.3248 -1.7400
H -0.3635 -1.6285 -0.1555
H 1.9152 -0.0607 0.5483
H -2.7997 1.7648 0.4945
H -1.1453 -0.4660 0.5639
*
```

=====

no.,calculated total energy (Eh)
1,-379.34306
2,-5673.12137
3,-10284.14065
4,-341.88270
5,-737.73903